(1)
# C4H8NS

A 2-piece molecular cluster, C4H8NS overall in a non-equilibrium geometry (ωB97M-V/def2-TZVPD, the OMol25 dataset).

As for the net charge: -1. The calculation puts the LUMO energy at 4.22 eV.

Geometry (Å):
S (-1.094, -1.257, -0.265)
N (1.470, 1.305, 0.454)
C (0.327, 1.530, -0.360)
C (-1.333, -1.424, 1.489)
C (0.335, 1.765, -1.706)
C (1.871, 0.082, 0.412)
H (-2.291, -1.045, 1.884)
H (1.207, 1.882, -2.325)
H (-1.274, -2.508, 1.721)
H (2.649, -0.279, 1.069)
H (-0.598, 1.778, -2.251)
H (-0.594, 1.140, 0.092)
H (-0.505, -1.039, 2.166)
H (1.431, -0.673, -0.300)



(2)
# C3H5ClN2OS

A 2-piece molecular cluster, C3H5ClN2OS overall in a non-equilibrium geometry (ωB97M-V/def2-TZVPD, the OMol25 dataset).

As for the SMILES: Oc1c[nH]c(=S)[nH]1.Cl. The calculation puts the LUMO energy at 0.15 eV.

Geometry (Å):
Cl (2.472, -1.078, -0.429)
S (-2.918, -0.761, 0.094)
O (1.745, 0.836, 1.181)
N (-0.400, -0.018, 0.845)
N (-1.067, 0.951, -0.947)
C (-1.468, 0.059, -0.009)
C (0.624, 0.807, 0.434)
C (0.225, 1.429, -0.696)
H (-1.664, 1.206, -1.717)
H (3.654, -0.679, -0.720)
H (2.373, 1.450, 0.782)
H (-0.392, -0.612, 1.661)
H (0.717, 2.148, -1.332)



(3)
# C9H14

A 2-piece molecular cluster, C9H14 overall in a non-equilibrium geometry (ωB97M-V/def2-TZVPD, the OMol25 dataset).

The spin multiplicity is 2. As for the net charge: +1. The calculation puts the LUMO energy (alpha / beta) at -4.59 / -8.28 eV. As for the expectation value of S²: 0.77.

Geometry (Å):
C (1.150, -1.949, -1.753)
C (-3.861, 0.029, 2.132)
C (1.264, -0.343, 0.185)
C (1.359, -0.569, -1.249)
C (1.453, 1.990, -0.140)
C (1.697, 1.780, -1.543)
C (-3.914, -1.431, 2.591)
C (1.551, 0.523, -2.088)
C (1.378, 0.914, 0.724)
H (-4.360, -1.522, 3.586)
H (0.379, -2.457, -1.180)
H (-4.011, 0.691, 2.981)
H (0.810, -1.987, -2.787)
H (2.038, 2.610, -2.139)
H (-4.444, 0.257, 1.236)
H (1.563, 0.402, -3.157)
H (2.094, -2.499, -1.706)
H (-2.923, -1.861, 2.710)
H (-4.499, -2.107, 1.956)
H (1.091, -1.172, 0.869)
H (-2.859, 0.252, 1.756)
H (1.297, 3.004, 0.200)
H (1.380, 1.068, 1.799)



(4)
# C22H53F3O20S6

A 7-piece molecular cluster, C22H53F3O20S6 overall in a non-equilibrium geometry (ωB97M-V/def2-TZVPD, the OMol25 dataset).

As for the SMILES: CCOC(=O)C(F)(F)F.CCOS(C)(=O)=O.CCOS(C)(=O)=O.CCOS(C)(=O)=O.CCOS(C)(=O)=O.CCOS(C)(=O)=O.CCOS(C)(=O)=O. The calculation puts the LUMO energy at 0.16 eV.

Geometry (Å):
S (0.260, 5.624, -1.930)
S (4.665, -0.059, -1.867)
S (0.500, -4.448, 0.052)
S (-0.187, 0.435, -1.244)
S (-4.922, -2.203, 0.884)
S (-3.490, 7.677, -0.420)
F (-0.334, -7.586, 2.586)
F (1.311, -8.007, 1.102)
F (1.184, -8.993, 2.962)
O (4.220, 1.209, -0.866)
O (1.365, -3.315, 0.524)
O (-3.629, -2.018, 0.225)
O (-5.039, -1.309, 2.282)
O (-0.289, -1.000, -1.626)
O (-3.155, 6.145, -0.809)
O (-4.939, 7.675, -0.186)
O (-0.651, -4.893, 0.818)
O (5.676, -0.884, -1.247)
O (-6.141, -1.984, 0.096)
O (-0.165, 4.818, -0.797)
O (0.505, 1.374, -2.162)
O (1.499, -5.747, -0.265)
O (1.266, -5.591, 3.036)
O (4.850, 0.569, -3.228)
O (1.899, 5.477, -2.066)
O (-2.566, 8.181, 0.612)
O (2.935, -7.115, 3.510)
O (0.519, 0.580, 0.264)
O (-0.076, 7.053, -2.003)
C (-4.940, 0.919, 1.424)
C (-4.329, -0.128, 2.356)
C (1.980, -4.538, 3.659)
C (4.230, 2.325, 1.247)
C (2.489, 4.182, -2.021)
C (-4.731, 4.429, -0.871)
C (1.840, -6.791, 2.973)
C (0.968, -7.880, 2.369)
C (-0.014, -0.217, 1.347)
C (4.774, 1.152, 0.430)
C (-3.171, 8.559, -1.909)
C (-1.782, 1.221, -0.733)
C (1.162, -0.656, 2.278)
C (-0.348, 4.771, -3.470)
C (3.035, -6.577, -1.777)
C (0.006, -4.072, -1.698)
C (-5.013, -3.834, 1.605)
C (2.701, -5.418, -0.823)
C (3.019, -0.932, -1.760)
C (-3.929, 5.447, -1.717)
C (3.805, 4.118, -2.850)
C (1.947, -4.548, 5.206)
H (3.200, 2.113, 1.535)
H (0.817, -3.628, -2.275)
H (3.049, -4.475, 3.456)
H (-3.806, 8.115, -2.676)
H (-4.105, 3.819, -0.218)
H (-0.710, -3.252, -1.648)
H (1.865, 3.398, -2.449)
H (2.964, -7.532, -1.256)
H (-3.272, 4.949, -2.431)
H (-3.284, -0.313, 2.108)
H (-5.493, 5.047, -0.397)
H (3.413, -5.388, 0.001)
H (0.812, -1.124, 3.198)
H (-1.684, 2.157, -0.183)
H (-4.582, 1.941, 1.548)
H (-0.485, -1.094, 0.904)
H (4.174, 3.096, -2.772)
H (0.215, 5.149, -4.324)
H (-5.032, -4.647, 0.879)
H (-2.131, 8.237, -1.951)
H (1.545, -3.603, 3.309)
H (2.745, -5.219, 5.524)
H (1.940, -1.173, 1.716)
H (-2.417, 1.407, -1.599)
H (4.905, 2.278, 2.101)
H (-2.226, 0.477, -0.071)
H (3.815, 4.434, -3.893)
H (2.260, -6.681, -2.537)
H (-5.934, -3.855, 2.188)
H (-4.190, 0.324, 3.338)
H (-6.004, 1.145, 1.497)
H (4.427, 3.269, 0.739)
H (-5.346, 3.721, -1.425)
H (2.396, -0.514, -2.551)
H (2.166, -3.624, 5.741)
H (3.152, -2.007, -1.882)
H (2.661, 3.894, -0.984)
H (-4.710, 0.676, 0.387)
H (-4.540, 6.018, -2.415)
H (-3.266, 9.641, -1.818)
H (1.017, -4.899, 5.652)
H (-1.374, 5.100, -3.632)
H (2.736, -4.489, -1.392)
H (1.576, 0.279, 2.653)
H (4.072, -6.640, -2.109)
H (4.584, 4.747, -2.421)
H (5.859, 1.058, 0.390)
H (-0.377, -4.991, -2.142)
H (4.414, 0.286, 0.985)
H (-0.248, 3.691, -3.359)
H (-0.709, 0.351, 1.965)
H (-4.167, -3.979, 2.276)
H (2.536, -0.885, -0.784)



(5)
# C4H12NO2

C4H12NO2 as an isolated structure in a non-equilibrium geometry (ωB97M-V/def2-TZVPD, the OMol25 dataset).

As for the net charge: -1. The calculation puts the LUMO energy at 4.13 eV.

Geometry (Å):
O (-1.631, -1.071, 0.676)
O (-0.933, -2.523, -1.230)
N (-0.114, 0.773, -1.092)
C (-0.431, 0.910, 0.346)
C (-0.511, -0.464, 1.133)
C (1.103, -0.073, -1.325)
C (0.604, 1.745, 1.017)
H (1.614, -0.535, -0.516)
H (0.792, 2.697, 0.394)
H (-0.945, 0.407, -1.611)
H (-1.446, 1.438, 0.466)
H (-0.489, -2.982, -0.618)
H (0.327, -1.247, 1.204)
H (1.619, 0.544, -2.082)
H (-1.295, -1.701, -0.381)
H (0.667, -1.035, -1.903)
H (-0.651, -0.250, 2.226)
H (0.213, 2.184, 2.006)
H (1.504, 1.185, 1.290)



(6)
# C4H13NO3

A 3-piece molecular cluster, C4H13NO3 overall in a non-equilibrium geometry (ωB97M-V/def2-TZVPD, the OMol25 dataset).

As for the SMILES: CCCC(N)=O.O.O. The calculation puts the LUMO energy at 0.39 eV.

Geometry (Å):
O (-3.191, -5.490, 0.001)
O (-0.763, -3.137, -0.118)
O (2.169, 0.941, 1.269)
N (3.191, 1.042, -0.715)
C (-0.585, 2.884, 0.716)
C (-0.397, 1.460, 0.239)
C (2.073, 1.056, 0.065)
C (0.765, 1.132, -0.684)
H (0.123, 3.304, 1.425)
H (-0.573, 3.605, -0.111)
H (-0.211, 0.828, 1.112)
H (3.205, 1.183, -1.703)
H (0.579, 0.145, -1.100)
H (-1.425, -2.486, -0.379)
H (4.050, 0.753, -0.277)
H (0.828, 1.893, -1.465)
H (-1.385, 1.068, -0.028)
H (-0.904, -3.302, 0.819)
H (-3.659, -4.700, -0.290)
H (-2.295, -5.193, 0.106)
H (-1.594, 3.013, 1.119)



(7)
# C50H76F4N23O5PS

A 22-piece molecular cluster, C50H76F4N23O5PS overall in a non-equilibrium geometry (ωB97M-V/def2-TZVPD, the OMol25 dataset).

The calculation puts the LUMO energy at -0.30 eV.

Geometry (Å):
S (0.685, -3.956, -1.894)
P (2.662, 0.210, -1.403)
F (-3.005, -1.261, -3.731)
F (-3.084, 0.828, -1.999)
F (-4.563, -0.749, -0.990)
F (-3.401, -2.894, -1.967)
O (4.019, -0.274, -0.414)
O (0.817, -5.361, -1.241)
O (1.115, -4.063, -3.408)
O (1.799, 1.511, -0.572)
O (-0.918, -3.378, -1.776)
N (-11.091, -1.608, 0.554)
N (-1.699, -1.223, -6.954)
N (3.195, 0.832, -2.836)
N (1.187, -0.890, 2.344)
N (-7.137, -5.072, 2.412)
N (5.013, -5.631, 7.829)
N (-3.734, 1.554, 1.268)
N (6.852, -0.491, 4.563)
N (-2.569, -2.401, 1.403)
N (-10.668, 5.002, -1.407)
N (6.106, 5.383, -2.222)
N (7.588, -3.946, 4.385)
N (5.201, 10.785, 2.822)
N (7.277, -2.060, 11.711)
N (-2.612, 2.504, -7.146)
N (1.452, 3.553, -2.979)
N (6.852, -0.935, -2.167)
N (3.239, -1.087, -5.409)
N (1.713, 1.447, 0.996)
N (1.325, 6.336, 2.694)
N (5.585, -7.581, 11.723)
N (5.013, 2.073, -6.175)
N (-8.541, 1.057, -1.433)
C (-3.296, -3.421, 1.261)
C (5.417, -4.535, 7.354)
C (6.562, -0.744, 3.362)
C (1.162, 3.300, -4.180)
C (3.479, -8.713, 10.304)
C (1.132, -2.220, -6.828)
C (8.634, -6.258, 5.522)
C (-2.640, -1.644, -2.342)
C (6.551, -3.081, 11.568)
C (-11.623, 4.489, -2.051)
C (-12.609, 0.311, -0.767)
C (4.792, 4.226, -4.428)
C (1.478, -1.227, -1.871)
C (1.881, -2.673, -1.148)
C (-2.523, -3.853, -7.329)
C (8.062, -4.994, 4.900)
C (-3.108, -0.474, -1.293)
C (6.562, -1.187, -3.368)
C (-4.983, 1.721, 1.326)
C (-11.779, -0.738, -0.045)
C (-0.641, 7.625, 1.208)
C (-2.073, -2.415, -7.124)
C (-6.488, 1.921, 1.396)
C (1.613, 2.423, 1.788)
C (6.212, -1.048, 1.915)
C (6.997, 7.800, -3.270)
C (5.904, -3.214, 6.781)
C (-4.532, 0.804, -6.070)
C (2.284, -1.601, -6.052)
C (-0.103, -0.953, -1.478)
C (-7.649, 3.474, -2.481)
C (0.434, 6.920, 2.020)
C (4.630, -8.095, 11.080)
C (-7.826, -4.202, 1.814)
C (-1.041, -2.003, -2.319)
C (4.377, 8.155, 2.447)
C (-12.775, 3.870, -2.826)
C (4.827, 9.593, 2.652)
C (-8.655, -3.153, 1.092)
C (6.212, -1.492, -4.816)
C (0.205, -0.643, 3.096)
C (-0.979, -0.345, 4.001)
C (0.812, 2.996, -5.627)
C (6.510, 6.479, -2.697)
C (1.492, 3.600, 2.743)
C (-8.137, 2.153, -1.908)
C (4.913, 3.049, -5.383)
C (-3.483, 1.733, -6.658)
C (5.675, -4.311, 11.396)
C (-4.171, -4.652, 1.088)
H (2.882, 1.849, -2.901)
H (6.442, 8.038, -4.181)
H (2.662, -8.965, 10.987)
H (-5.392, 0.739, -6.742)
H (6.845, 8.601, -2.541)
H (-0.827, 8.620, 1.620)
H (-2.567, -0.488, -0.255)
H (-2.100, -4.247, -8.257)
H (1.545, -1.395, -3.028)
H (0.380, 1.994, -5.704)
H (3.815, -9.623, 9.800)
H (8.677, -6.153, 6.609)
H (4.800, 7.761, 1.520)
H (5.487, -0.318, 1.545)
H (1.712, 3.043, -6.246)
H (1.469, -3.130, -7.332)
H (-1.653, -1.206, 4.028)
H (6.088, -5.146, 11.969)
H (0.765, -1.513, -7.577)
H (-13.142, 4.576, -3.575)
H (-4.866, 1.184, -5.101)
H (0.316, -2.472, -6.145)
H (-0.662, -1.982, -3.450)
H (0.087, 3.726, -5.997)
H (-3.758, -5.487, 1.661)
H (3.286, 8.111, 2.388)
H (5.589, 4.948, -4.624)
H (7.112, -1.445, -5.435)
H (-8.399, -2.156, 1.462)
H (4.807, -0.258, -1.065)
H (-4.110, -0.196, -5.934)
H (-5.184, -4.442, 1.444)
H (4.663, -4.102, 11.752)
H (-0.390, 0.179, -1.604)
H (4.874, 3.877, -3.395)
H (-0.317, 7.725, 0.168)
H (8.002, -7.115, 5.272)
H (5.349, -2.976, 5.869)
H (-12.353, 1.308, -0.397)
H (5.487, -0.762, -5.185)
H (-6.884, 1.456, 2.303)
H (-4.216, -4.933, 0.032)
H (-9.719, -3.334, 1.266)
H (3.009, -2.917, -1.412)
H (3.825, 4.717, -4.563)
H (1.185, 1.903, -1.284)
H (5.780, -2.493, -4.892)
H (-3.614, -3.897, -7.388)
H (-8.204, 3.712, -3.393)
H (3.111, -8.007, 9.555)
H (-0.216, -1.256, -0.329)
H (5.753, -2.413, 7.509)
H (7.112, -1.001, 1.296)
H (-1.526, 0.524, 3.626)
H (0.525, 4.092, 2.608)
H (1.665, -2.668, 0.010)
H (-12.438, 2.960, -3.330)
H (5.780, -2.050, 1.838)
H (4.714, 7.537, 3.284)
H (-13.673, 0.130, -0.593)
H (-12.411, 0.269, -1.841)
H (-6.585, 3.407, -2.720)
H (-7.801, 4.275, -1.752)
H (-6.721, 2.989, 1.412)
H (8.062, 7.733, -3.509)
H (-13.591, 3.618, -2.144)
H (-6.966, 1.466, 0.524)
H (-0.629, -0.135, 5.015)
H (-8.458, -3.195, 0.017)
H (5.630, -4.592, 10.340)
H (2.289, 4.322, 2.546)
H (1.574, 3.252, 3.776)
H (9.643, -6.437, 5.141)
H (-1.569, 7.048, 1.237)
H (6.969, -3.281, 6.542)
H (-2.186, -4.471, -6.493)



(8)
# C4H15N2O

A 2-piece molecular cluster, C4H15N2O overall (ωB97M-V/def2-TZVPD, the OMol25 dataset).

As for the net charge: +1. The calculation puts the LUMO energy at -2.87 eV.

Geometry (Å):
O (-1.375, -1.618, 1.210)
N (-0.322, 0.980, 0.324)
N (0.311, -1.621, -0.350)
C (-0.609, 3.391, -0.179)
C (1.581, -2.188, -0.831)
C (-0.243, 2.038, -0.735)
C (-0.135, -2.218, 0.896)
H (0.781, 2.031, -1.100)
H (-0.419, -1.768, -1.042)
H (1.710, -1.913, -1.873)
H (0.091, 0.018, -0.008)
H (1.579, -3.279, -0.767)
H (-0.246, -3.302, 0.787)
H (0.597, -1.998, 1.679)
H (0.210, 1.232, 1.160)
H (-1.626, 3.427, 0.211)
H (0.089, 3.712, 0.594)
H (-1.613, -1.833, 2.112)
H (-0.542, 4.167, -0.943)
H (-1.285, 0.808, 0.598)
H (2.394, -1.796, -0.224)
H (-0.930, 1.734, -1.519)